A molecular structure, C21H28NO in a non-equilibrium geometry, computed with ωB97M-V/def2-TZVPD.

Calculated values
HOMO level	-11.42	eV
energy relative to the best compared isomer or geometry (same formula, charge and spin)	211.3	kJ/mol
LUMO level	-0.1217	hartree
max |F|	2.63	eV/A
net charge	+1

The geometry in XYZ format:
```
51
Properties=species:S:1:pos:R:3:nbo_charge:R:1
C 2.366 -0.202 2.553 -0.42
N 0.952 -0.251 2.076 -0.27
C 0.295 -1.446 2.676 -0.22
C -1.222 -1.448 2.546 -0.43
C -1.857 -0.184 3.101 -0.40
C -1.180 1.044 2.518 -0.43
C 0.319 0.972 2.714 -0.22
H 2.823 0.765 2.287 0.23
H 2.304 -0.272 3.657 0.21
H 2.973 -1.022 2.139 0.23
H 0.767 -2.347 2.270 0.23
H 0.554 -1.370 3.745 0.20
H -1.516 -1.613 1.506 0.23
H -1.568 -2.328 3.093 0.24
H -2.919 -0.166 2.869 0.23
H -1.732 -0.177 4.190 0.21
H -1.440 1.196 1.465 0.21
H -1.483 1.949 3.053 0.24
H 0.553 0.837 3.785 0.22
H 0.860 1.860 2.356 0.22
C 7.373 -0.816 -1.192 -0.26
O 6.527 0.287 -0.843 -0.48
C 5.176 0.178 -0.910 0.38
C 4.430 1.261 -0.367 -0.27
C 3.079 1.121 -0.149 -0.16
C 2.409 -0.111 -0.405 -0.10
C 1.093 -0.338 0.204 0.04
C 0.256 -1.438 -0.310 -0.15
C -1.072 -1.185 -0.746 -0.17
C -1.901 -2.224 -1.150 -0.22
C -1.430 -3.544 -1.188 0.02
C -2.327 -4.657 -1.656 -0.64
C -0.105 -3.796 -0.792 -0.17
C 0.711 -2.772 -0.308 -0.21
C 3.110 -1.088 -1.162 -0.15
C 4.489 -0.985 -1.348 -0.32
H 8.383 -0.430 -1.031 0.22
H 7.204 -1.689 -0.539 0.19
H 7.252 -1.110 -2.247 0.19
H 4.950 2.201 -0.177 0.25
H 2.508 1.971 0.244 0.22
H 0.546 0.595 0.376 0.22
H -1.426 -0.149 -0.783 0.22
H -2.907 -2.005 -1.531 0.23
H -1.739 -5.542 -1.916 0.23
H -3.058 -4.944 -0.891 0.24
H -2.894 -4.337 -2.534 0.23
H 0.304 -4.807 -0.939 0.22
H 1.728 -2.995 0.042 0.22
H 2.563 -1.913 -1.620 0.24
H 5.032 -1.762 -1.902 0.24
```